{
  "formula": "C26H22N4OPd",
  "method": "wB97M-V/def2-TZVPD",
  "elements": ["Pd", "C", "C", "N", "N", "C", "O", "C", "C", "C", "C", "C", "C", "C", "C", "C", "C", "C", "N", "H", "H", "H", "H", "H", "H", "H", "H", "H", "H", "H", "H", "C", "C", "C", "C", "C", "C", "N", "C", "C", "C", "C", "C", "C", "H", "H", "H", "H", "H", "H", "H", "H", "H", "H"],
  "xyz": [[0.17986, -0.28721, 0.55308], [2.74706, -3.48208, 1.60628], [1.86561, -2.28560, 1.54812], [1.27386, -1.88361, 0.47436], [1.36478, -2.49513, -0.73995], [0.69503, -1.81731, -1.64262], [0.04272, -0.70577, -1.38216], [0.66309, -2.30913, -3.02563], [-0.07961, -1.62080, -3.98533], [-0.12155, -2.08260, -5.28908], [0.57850, -3.22992, -5.63807], [1.32230, -3.91548, -4.68703], [1.36741, -3.45961, -3.38174], [1.56353, -1.45188, 2.73391], [2.10444, -1.69564, 3.97804], [1.75607, -0.87539, 5.04562], [0.86738, 0.16277, 4.83712], [0.36437, 0.35737, 3.56003], [0.70542, -0.41881, 2.53438], [2.80337, -3.94754, 0.62839], [2.36127, -4.20496, 2.32777], [3.75216, -3.19942, 1.92616], [-0.60808, -0.72171, -3.69970], [-0.69239, -1.54939, -6.03705], [0.54619, -3.59033, -6.65770], [1.86857, -4.80557, -4.96727], [1.94394, -3.98442, -2.63385], [2.78959, -2.52106, 4.10933], [2.17096, -1.05262, 6.02863], [0.55606, 0.81070, 5.64339], [-0.34201, 1.15021, 3.35339], [-4.22840, 1.45540, -2.06530], [-3.53941, 2.66264, -1.87719], [-2.43514, 2.68965, -1.07495], [-1.99207, 1.47694, -0.43524], [-2.68093, 0.24551, -0.69939], [-3.80291, 0.25527, -1.47659], [-0.90900, 1.45774, 0.34174], [-0.47220, 2.62241, 0.93009], [0.91454, 2.82515, 1.09873], [1.35952, 3.99504, 1.66202], [0.44010, 4.94012, 2.13182], [-0.93060, 4.72350, 2.02535], [-1.39662, 3.57846, 1.41523], [-5.09786, 1.44379, -2.71156], [-3.85747, 3.55479, -2.39806], [-1.83092, 3.58222, -0.99674], [-2.33891, -0.66099, -0.22103], [-4.35626, -0.65720, -1.64797], [1.60939, 2.08982, 0.71187], [2.42051, 4.18519, 1.74649], [0.80038, 5.84512, 2.60353], [-1.62907, 5.44054, 2.43391], [-2.45656, 3.36084, 1.38239]],
  "nbo_charge": [0.894, -0.691, 0.294, -0.216, -0.395, 0.590, -0.710, -0.095, -0.186, -0.212, -0.153, -0.204, -0.167, 0.156, -0.196, -0.104, -0.228, 0.083, -0.464, 0.278, 0.257, 0.256, 0.217, 0.227, 0.233, 0.234, 0.236, 0.254, 0.255, 0.255, 0.210, 0.016, -0.238, -0.112, 0.192, -0.074, -0.232, -0.313, 0.154, -0.182, -0.185, -0.078, -0.215, -0.179, 0.255, 0.264, 0.250, 0.249, 0.264, 0.247, 0.255, 0.253, 0.258, 0.244],
  "e_homo_ev": [-13.460, -13.460],
  "gap_ev": [3.91, 3.91],
  "charge": 2,
  "energy_ev": -38790.934
}